This record from the Open Molecules 2025 dataset describes a structure of composition C21H21I2MnNO2Sb. The level of theory is the ωB97M-V functional and the def2-TZVPD basis.

Structure (XYZ):
```
49
Properties=species:S:1:pos:R:3:forces:R:3
Mn -0.763 0.608 -2.015 -0.15 0.14 -0.06
I -2.349 -1.209 -5.503 -0.09 0.09 0.03
C -0.884 -2.431 -4.650 0.22 -0.18 0.05
I 0.035 -1.830 -2.776 -0.02 -0.25 -0.21
H -0.044 -2.533 -5.328 -0.02 0.05 0.00
H -1.314 -3.398 -4.414 -0.01 0.03 0.02
N -1.471 1.844 -3.620 0.07 0.00 0.07
C -1.930 3.119 -2.995 0.06 0.16 0.00
C -1.659 3.187 -1.492 -0.42 0.03 0.23
O -1.918 4.155 -0.852 0.13 0.04 -0.14
O -1.193 2.054 -0.925 0.14 -0.23 -0.19
H -0.745 2.024 -4.309 -0.04 0.03 0.00
H -2.225 1.402 -4.139 0.03 0.02 0.01
H -3.004 3.238 -3.136 0.03 -0.02 0.03
H -1.452 3.977 -3.464 0.01 -0.02 -0.01
C -3.290 -1.907 3.093 -0.02 0.00 0.00
C -2.017 -1.783 3.634 -0.03 0.00 -0.01
C -0.987 -1.258 2.870 0.09 0.03 0.00
C -1.243 -0.862 1.557 -0.07 -0.05 0.19
C -2.518 -0.982 1.017 -0.02 0.03 -0.12
C -3.542 -1.507 1.789 -0.02 -0.01 0.01
Sb 0.340 -0.075 0.463 0.11 0.11 -0.02
C 1.059 1.642 1.371 0.03 0.14 0.13
C 0.148 2.367 2.140 -0.12 -0.07 -0.05
C 0.564 3.529 2.766 0.06 0.03 0.00
C 1.872 3.968 2.612 0.03 -0.03 -0.03
C 2.773 3.250 1.833 -0.03 0.06 0.06
C 2.370 2.086 1.203 0.09 -0.10 -0.06
C 1.746 -1.596 0.170 0.08 -0.15 0.04
C 3.005 -1.347 -0.379 0.00 0.17 -0.06
C 3.886 -2.396 -0.578 0.01 -0.09 0.01
C 3.512 -3.693 -0.244 0.00 0.04 0.00
C 2.255 -3.946 0.289 0.06 0.00 -0.02
C 1.367 -2.901 0.492 -0.13 0.03 0.08
H -4.091 -2.312 3.696 -0.01 0.00 0.00
H -1.827 -2.091 4.652 0.02 0.00 0.02
H 0.001 -1.160 3.305 0.01 0.01 -0.01
H -2.732 -0.659 0.002 0.01 0.00 0.02
H -4.538 -1.598 1.377 0.00 0.00 -0.01
H -0.877 2.035 2.255 0.01 0.00 -0.02
H -0.134 4.094 3.368 -0.01 0.00 0.01
H 2.194 4.877 3.102 0.00 0.01 0.00
H 3.790 3.597 1.720 0.01 0.00 0.00
H 3.086 1.534 0.608 -0.03 -0.01 0.01
H 3.313 -0.344 -0.653 -0.02 -0.01 0.01
H 4.867 -2.203 -0.989 0.01 0.01 0.00
H 4.207 -4.508 -0.396 0.00 -0.01 -0.01
H 1.968 -4.954 0.553 0.00 -0.01 0.01
H 0.392 -3.105 0.920 0.00 0.00 -0.01
```
Positions in Å, forces in eV/Å.

## Properties
**Orbital gap (alpha / beta)**: 0.22126 / 0.26907 Ha
**F_max**: 0.5 eV/Å
**HOMO level (alpha / beta)**: -14.8 / -14.7 eV
**2S+1**: 5
**DFT total energy**: -81746.07514 eV
**LUMO level (alpha / beta)**: -8.7721 / -7.3530 eV
**Net charge**: +2
**Molecular weight**: 749.91 g/mol



This record from the Open Molecules 2025 dataset describes a structure of composition C33H33BCoN12 at a distorted geometry. The level of theory is the ωB97M-V functional and the def2-TZVPD basis.

Structure (XYZ):
```
80
Properties=species:S:1:pos:R:3:forces:R:3
Co 0.216 0.649 -0.855 -2.36 1.80 1.64
C -0.243 4.248 0.256 -0.01 -0.05 -0.11
C -1.068 3.169 0.857 -0.17 -0.24 0.24
C -2.128 3.294 1.763 0.04 -0.19 -0.23
C -2.525 2.006 2.039 -0.11 0.34 -0.15
N -1.742 1.162 1.345 -0.31 0.20 0.18
N -0.865 1.877 0.614 0.69 -0.40 -1.01
B -1.609 -0.372 1.389 -0.15 0.21 0.43
N -0.093 -0.661 1.616 0.28 -0.35 -0.09
C 0.458 -1.231 2.703 0.17 0.05 -0.08
C 1.783 -0.870 2.764 -0.04 0.09 -0.30
C 1.997 -0.049 1.651 -0.21 -0.17 0.27
C 3.238 0.689 1.307 -0.03 0.01 -0.15
N 0.855 0.043 0.966 0.39 -0.19 -1.02
N -2.050 -0.920 0.023 -0.41 -0.52 -0.21
C -3.148 -1.588 -0.372 0.10 0.06 -0.11
C -3.122 -1.699 -1.746 0.16 0.12 0.01
C -1.955 -1.042 -2.151 -0.24 -0.14 0.42
C -1.428 -0.872 -3.528 0.10 0.06 0.00
N -1.327 -0.584 -1.064 0.40 0.12 0.34
N -2.361 -0.931 2.566 -0.40 -0.70 -0.65
C -2.837 -2.180 2.829 0.14 -0.22 0.11
C -3.194 -2.229 4.150 -0.02 0.47 0.03
C -2.911 -0.927 4.654 0.08 -0.76 -1.28
C -3.080 -0.385 6.011 0.21 0.10 0.48
N -2.408 -0.197 3.675 0.25 1.07 1.22
H 0.037 4.970 1.020 0.04 0.03 -0.02
H -0.811 4.778 -0.508 0.04 0.10 -0.10
H 0.664 3.838 -0.186 0.07 0.06 -0.01
H -2.542 4.200 2.155 -0.07 0.18 0.13
H -3.306 1.659 2.683 0.00 -0.11 0.10
H -0.105 -1.851 3.370 -0.33 0.01 0.19
H 2.496 -1.135 3.515 0.18 -0.04 0.24
H 3.748 0.970 2.226 0.03 0.08 -0.05
H 3.004 1.591 0.743 0.08 0.06 0.00
H 3.931 0.079 0.726 0.11 -0.01 -0.08
H -3.886 -1.936 0.322 -0.09 0.00 0.22
H -3.841 -2.176 -2.379 -0.18 -0.12 -0.09
H -1.378 -1.836 -4.030 0.06 -0.02 -0.08
H -0.434 -0.427 -3.505 0.05 -0.01 -0.09
H -2.087 -0.236 -4.116 0.00 0.06 -0.07
H -2.845 -2.947 2.083 -0.07 -0.21 -0.20
H -3.645 -3.040 4.684 -0.04 -0.26 0.05
H -3.920 -0.847 6.522 -0.10 0.07 0.01
H -3.206 0.695 5.970 -0.06 -0.01 0.09
H -2.185 -0.597 6.602 -0.06 0.06 0.06
C 1.427 -4.948 0.414 0.00 0.27 -0.11
C 0.434 -4.442 -0.421 -0.18 0.02 -0.19
C 0.553 -3.184 -0.965 -0.34 -0.11 -0.13
C 1.699 -2.398 -0.718 0.15 0.17 0.34
C 2.689 -2.920 0.146 0.23 -0.14 0.27
C 2.548 -4.174 0.694 0.33 0.13 0.06
N 1.784 -1.163 -1.270 -0.17 -0.79 -1.09
C 2.924 -0.620 -1.705 -0.13 0.47 0.36
C 4.132 -1.311 -1.971 0.59 -0.12 0.09
C 5.239 -0.635 -2.435 -0.27 -0.49 0.09
C 5.191 0.739 -2.688 -0.26 0.17 0.06
C 4.011 1.436 -2.515 -0.33 -0.07 -0.06
C 2.874 0.771 -2.054 1.28 0.30 -0.57
N 1.636 1.338 -2.023 -0.98 1.55 0.38
N 1.431 2.464 -2.602 2.60 -1.13 -0.42
C 0.143 2.810 -2.775 -2.09 0.28 0.24
C -0.208 3.868 -3.623 0.55 -0.44 0.45
C -1.546 4.154 -3.795 -0.43 -0.20 0.18
C -2.495 3.385 -3.123 0.39 0.41 -0.26
C -2.067 2.357 -2.295 0.09 -0.27 0.39
N -0.786 2.073 -2.119 0.73 -0.78 -0.41
H 1.320 -5.929 0.852 0.00 -0.08 0.03
H -0.430 -5.047 -0.652 -0.06 0.01 -0.04
H -0.191 -2.810 -1.646 -0.16 0.09 0.00
H 3.529 -2.301 0.422 0.07 0.05 0.05
H 3.312 -4.553 1.355 0.05 -0.02 0.08
H 4.163 -2.382 -1.848 0.03 -0.05 -0.01
H 6.149 -1.178 -2.636 0.05 -0.09 -0.02
H 6.063 1.250 -3.066 0.12 0.05 0.03
H 3.931 2.484 -2.764 0.04 0.03 0.01
H 0.575 4.412 -4.124 0.09 0.13 -0.04
H -1.849 4.967 -4.435 -0.05 0.06 -0.09
H -3.548 3.582 -3.233 -0.12 0.00 0.00
H -2.778 1.757 -1.742 0.00 -0.10 0.04
```
Positions in Å, forces in eV/Å.

## Properties
**Orbital gap (alpha / beta)**: 0.15017 / 0.15870 Ha
**F_max**: 3.4 eV/Å
**HOMO level (alpha / beta)**: -13.2 / -13.2 eV
**2S+1**: 2
**DFT total energy**: -90927.61476 eV
**LUMO level (alpha / beta)**: -9.1351 / -8.9031 eV
**Net charge**: +2
**Molecular weight**: 667.46 g/mol



This record from the Open Molecules 2025 dataset describes a structure of composition C10H21F3IIrO2P2 at a distorted geometry. The level of theory is the ωB97M-V functional and the def2-TZVPD basis.

Structure (XYZ):
```
40
Properties=species:S:1:pos:R:3:forces:R:3
C 0.004 0.633 -3.286 -0.01 -1.59 -1.16
C 0.012 1.639 -2.294 0.03 4.71 1.96
H 0.002 1.069 -4.309 0.01 0.13 0.44
H -0.883 -0.020 -3.171 0.36 0.46 -0.06
H 0.885 -0.029 -3.175 -0.36 0.47 -0.07
O 0.020 2.684 -1.777 -0.03 -4.23 -1.98
I -0.030 -2.839 -0.024 -0.01 -2.04 -0.24
Ir -0.004 -0.246 0.462 0.01 -2.05 1.38
P 2.323 -0.246 0.221 2.75 0.18 -0.95
C 3.101 1.209 0.978 -0.53 0.05 0.30
C 3.161 -1.672 0.979 -0.33 -0.11 0.14
H 4.220 -1.667 0.691 -0.18 0.06 0.02
H 3.963 -0.028 -1.530 -0.20 -0.12 -0.06
H 2.692 -2.605 0.638 0.32 0.07 0.07
H 2.645 -1.169 -1.964 0.13 0.13 -0.17
H 3.164 1.056 2.061 0.01 0.11 -0.17
H 3.081 -1.612 2.071 0.01 -0.04 -0.19
C 2.879 -0.203 -1.507 0.00 -0.06 0.09
H 4.102 1.316 0.553 -0.02 -0.06 0.01
H 2.380 0.611 -2.044 0.38 -0.16 0.17
H 2.517 2.112 0.779 0.30 -0.03 0.02
P -2.325 -0.204 0.221 -2.84 0.26 -0.89
C -3.076 1.267 0.981 0.53 0.04 0.29
C -2.884 -0.150 -1.504 0.00 -0.07 0.05
H -2.742 -2.554 0.644 -0.33 0.09 0.08
H -4.253 -1.587 0.693 0.19 0.06 0.02
H -3.115 -1.549 2.075 -0.01 -0.04 -0.20
C -3.193 -1.611 0.982 0.35 -0.14 0.13
H -2.672 -1.123 -1.960 -0.13 0.14 -0.17
H -3.965 0.047 -1.526 0.21 -0.13 -0.06
H -4.079 1.390 0.562 0.06 -0.07 0.03
H -2.478 2.160 0.775 -0.31 -0.04 0.02
H -2.370 0.651 -2.045 -0.39 -0.16 0.17
H -3.134 1.118 2.065 -0.01 0.11 -0.21
C 0.015 1.612 0.789 0.10 8.96 1.80
O 0.026 2.738 1.091 -0.05 -4.20 -0.94
F 0.014 -1.819 2.976 -0.01 0.72 -0.55
C 0.000 -0.525 2.550 0.07 -0.18 2.94
F -1.101 0.062 3.140 1.00 -0.58 -0.98
F 1.096 0.083 3.139 -1.06 -0.65 -1.02
```
Positions in Å, forces in eV/Å.

## Properties
**Orbital gap (alpha / beta)**: 0.17022 / 0.21816 Ha
**F_max**: 9.1 eV/Å
**HOMO level (alpha / beta)**: -16.3 / -21.2 eV
**2S+1**: 6
**DFT total energy**: -52439.45860 eV
**LUMO level (alpha / beta)**: -11.6973 / -15.2280 eV
**Net charge**: +3
**Molecular weight**: 611.34 g/mol